Record 1
The following is a DFT calculation (ωB97M-V/def2-TZVPD) of a structure of composition C53H81N8O3P3Rb.

Its total energy is -3780.1667 Eh. The LUMO energy is 2.06 eV. The value obtained for the orbital gap is 6.142 eV. Its charge is -1.

Atoms and positions in Å:
Rb -1.38 1.05 0.14
C 1.82 1.12 2.15
C 1.46 2.33 2.94
C 2.33 2.87 3.88
C 1.93 4.00 4.58
C 0.70 4.56 4.30
C -0.09 3.98 3.32
N 0.27 2.87 2.67
C -1.38 4.61 2.92
C -1.55 5.99 3.04
C -2.75 6.56 2.67
C -3.74 5.74 2.16
C -3.47 4.37 2.02
N -2.33 3.82 2.41
C -4.47 3.55 1.28
C -5.82 3.55 1.59
C -6.69 2.93 0.71
C -6.19 2.37 -0.45
C -4.81 2.38 -0.67
C -4.18 1.74 -1.87
N -3.98 2.94 0.20
H 2.81 0.74 2.41
H 1.80 1.36 1.09
H 1.08 0.33 2.29
H 3.29 2.41 4.07
H 2.57 4.43 5.34
H 0.36 5.44 4.84
H -0.73 6.61 3.39
H -2.90 7.62 2.75
H -4.69 6.14 1.83
H -6.18 4.02 2.50
H -7.75 2.90 0.92
H -6.85 1.91 -1.18
H -4.83 1.77 -2.74
H -3.97 0.69 -1.63
H -3.23 2.25 -2.06
C -0.54 1.25 6.25
P -0.98 0.24 4.76
C 0.39 -1.00 4.89
C -2.31 -0.76 5.57
C -2.74 -1.97 4.74
P -3.18 -1.51 2.97
C -4.68 -0.50 3.39
C -4.03 -3.11 2.60
H 0.39 1.80 6.06
H -0.40 0.62 7.14
H -1.33 1.97 6.44
H 0.31 -1.58 5.82
H 1.35 -0.49 4.87
H 0.35 -1.68 4.04
H -3.17 -0.08 5.70
H -1.98 -1.06 6.57
H -3.59 -2.46 5.21
H -1.93 -2.70 4.68
H -5.10 -0.81 4.36
H -5.42 -0.67 2.61
H -4.43 0.56 3.41
H -4.83 -3.31 3.32
H -3.30 -3.92 2.63
H -4.45 -3.06 1.59
N -1.21 0.18 -3.76
C -1.40 1.51 -4.34
C -0.40 2.58 -3.91
C -0.25 2.62 -2.37
O -1.24 3.01 -1.73
O 0.85 2.25 -1.89
H -1.31 0.21 -2.75
H -0.26 -0.14 -3.93
H -2.41 1.84 -4.09
H -1.36 1.40 -5.43
H -0.76 3.56 -4.24
H 0.58 2.40 -4.37
C -0.70 -4.28 1.46
C 0.36 -3.46 0.72
C 0.46 -3.82 -0.74
C 1.52 -4.59 -1.20
C 1.63 -4.94 -2.54
C 0.66 -4.50 -3.43
C -0.43 -3.76 -3.00
C -1.45 -3.32 -4.04
C -2.35 -4.46 -4.51
C -0.55 -3.41 -1.64
N -1.58 -2.63 -1.15
C -2.79 -3.03 -1.22
C -3.95 -2.32 -0.79
C -5.27 -2.80 -0.97
C -6.10 -1.82 -0.42
C -5.24 -0.82 0.06
N -3.95 -1.11 -0.16
H -0.68 -4.05 2.53
H -0.53 -5.35 1.33
H -1.69 -4.04 1.07
H 1.33 -3.62 1.19
H 0.10 -2.40 0.79
H 2.27 -4.94 -0.49
H 2.47 -5.53 -2.89
H 0.75 -4.75 -4.48
H -0.90 -2.92 -4.90
H -2.05 -2.50 -3.64
H -1.77 -5.27 -4.94
H -3.06 -4.10 -5.26
H -2.93 -4.86 -3.67
H -3.01 -4.03 -1.60
H -5.55 -3.72 -1.45
H -7.18 -1.83 -0.37
H -5.53 0.10 0.53
O 0.76 -0.45 -0.28
N 1.57 -0.31 -1.19
C 6.50 1.59 -1.42
C 5.17 1.28 -0.73
C 5.46 0.68 0.66
C 4.34 2.56 -0.52
P 4.12 0.02 -1.67
N 2.78 0.00 -0.78
C 4.03 0.51 -3.50
C 3.83 2.03 -3.58
C 5.26 0.12 -4.32
C 2.76 -0.10 -4.11
C 4.82 -1.75 -1.50
C 4.50 -2.29 -0.10
C 6.32 -1.86 -1.78
C 4.04 -2.61 -2.50
H 7.09 2.23 -0.76
H 6.37 2.11 -2.36
H 7.08 0.68 -1.60
H 5.88 1.45 1.30
H 6.18 -0.13 0.60
H 4.53 0.32 1.11
H 4.68 3.06 0.39
H 3.28 2.33 -0.40
H 4.44 3.26 -1.34
H 4.72 2.59 -3.28
H 2.97 2.34 -2.98
H 3.62 2.30 -4.62
H 6.18 0.53 -3.90
H 5.14 0.52 -5.33
H 5.37 -0.96 -4.41
H 1.90 0.25 -3.54
H 2.75 -1.18 -4.13
H 2.66 0.26 -5.14
H 5.15 -1.90 0.67
H 4.62 -3.38 -0.12
H 3.46 -2.08 0.17
H 6.92 -1.36 -1.01
H 6.58 -1.45 -2.75
H 6.60 -2.92 -1.77
H 2.97 -2.49 -2.37
H 4.27 -3.67 -2.31
H 4.32 -2.40 -3.53

---

Record 2
The following is a DFT calculation (ωB97M-V/def2-TZVPD) of an isolated molecule of C9H11PS at a distorted geometry.

The energy above the lowest of the compared OMol25 structures with the same formula, charge and spin is 99.6 kJ/mol. Its total energy is -1089.0367 Eh. The SMILES is CC(C)(P=S)c1ccccc1. The LUMO energy is -0.97 eV. The value obtained for the orbital gap is 7.131 eV. Its charge is 0.

Atoms and positions in Å:
C 1.95 2.57 -0.21
C 1.45 2.14 0.99
C 1.64 1.84 -1.39
C 0.40 1.22 1.00
C 0.62 0.87 -1.36
C 0.01 0.55 -0.16
C -1.61 -1.08 1.16
C -0.66 -1.74 -1.08
C -0.98 -0.62 -0.14
P -2.31 0.64 -1.02
S -3.39 1.38 0.38
H 2.87 3.14 -0.20
H 1.68 2.77 1.83
H 2.19 2.02 -2.28
H 0.05 0.96 1.96
H 0.54 0.23 -2.22
H -2.39 -1.89 0.84
H -2.25 -0.34 1.60
H -0.96 -1.61 1.79
H -0.50 -2.74 -0.56
H 0.23 -1.45 -1.60
H -1.50 -1.97 -1.80

---

Record 3
The following is a DFT calculation (ωB97M-V/def2-TZVPD) of a cluster of 6 separate species, C18H33N3O3 in total at a distorted geometry.

The energy above the lowest of the compared OMol25 structures with the same formula, charge and spin is 1209.8 kJ/mol. Its total energy is -1095.2705 Eh. The SMILES is C1CCOC1.C1CCOC1.C1CCOC1.CC#N.CC#N.CC#N. The LUMO energy is 0.17 eV. The value obtained for the orbital gap is 9.220 eV. Its charge is 0.

Atoms and positions in Å:
C -0.82 -0.70 -1.08
C 0.11 -0.79 0.05
N 0.80 -0.90 0.95
H -0.64 0.15 -1.73
H -1.86 -0.66 -0.75
H -0.81 -1.55 -1.76
C 2.90 -1.42 1.44
C 3.88 -0.90 2.41
N 4.64 -0.44 3.17
H 3.03 -2.49 1.24
H 3.07 -0.96 0.47
H 1.88 -1.29 1.80
C -2.41 -0.27 -5.13
C -1.78 -0.97 -4.08
N -1.15 -1.54 -3.28
H -1.84 0.60 -5.46
H -3.33 0.21 -4.78
H -2.65 -0.94 -5.95
C 0.43 -4.80 0.46
C 0.86 -3.42 0.42
C 0.93 -3.11 -1.08
O 0.17 -4.14 -1.70
C -0.53 -4.91 -0.65
H -0.01 -5.03 1.43
H 1.23 -5.54 0.46
H 1.80 -3.24 0.94
H 0.10 -2.83 0.92
H 1.94 -3.17 -1.48
H 0.39 -2.23 -1.41
H -0.57 -5.98 -0.84
H -1.51 -4.53 -0.35
C -2.35 3.28 0.23
C -0.94 3.64 -0.30
C -0.70 2.75 -1.40
O -1.51 1.56 -1.10
C -2.58 1.84 -0.27
H -2.97 3.88 -0.43
H -2.53 3.49 1.28
H -0.12 3.35 0.36
H -0.77 4.66 -0.62
H 0.35 2.46 -1.42
H -0.94 3.28 -2.32
H -2.57 1.20 0.61
H -3.49 1.79 -0.87
C 0.04 1.98 2.23
C 0.57 2.97 3.23
C 1.88 3.32 2.55
O 2.40 2.01 2.14
C 1.27 1.20 1.80
H -0.38 2.51 1.37
H -0.69 1.30 2.67
H 0.89 2.48 4.15
H -0.02 3.87 3.43
H 2.49 3.84 3.28
H 1.74 3.85 1.61
H 1.44 0.29 2.38
H 1.25 0.96 0.74

---

Record 4
The following is a DFT calculation (ωB97M-V/def2-TZVPD) of a structure of composition C5H14BiClOPm at a distorted geometry.

Its total energy is -1557.2983 Eh. The LUMO energy (spin up / spin down) is 3.08 / 3.08 eV. The value obtained for the orbital gap (spin up / spin down) is 6.861 / 6.855 eV. As for the expectation value of S²: 6.006. As for the spin multiplicity: 5. Its charge is -1.

Atoms and positions in Å:
Pm -0.29 0.86 0.70
Cl -0.69 3.30 1.25
C -2.50 0.01 0.28
H -2.71 -0.61 1.17
H -2.70 -0.57 -0.63
H -3.13 0.92 0.31
Bi 0.30 0.80 -3.01
C 2.45 0.63 -3.77
C -0.62 -0.45 -4.68
C 0.56 -0.68 -1.43
H -0.72 -1.48 -4.33
H -1.61 -0.02 -4.90
H 0.02 -0.39 -5.57
H 2.87 -0.28 -3.32
H 2.46 0.58 -4.86
H 2.98 1.52 -3.41
H -0.31 -1.28 -1.11
H 1.48 -1.26 -1.55
C 0.45 -0.34 3.87
O 0.25 0.04 2.53
H 1.48 -0.14 4.19
H 0.24 -1.40 4.02
H -0.23 0.25 4.50

---

Record 5
The following is a DFT calculation (ωB97M-V/def2-TZVPD) of an isolated molecule of C3H5FN2 at a distorted geometry.

The energy above the lowest of the compared OMol25 structures with the same formula, charge and spin is 106.4 kJ/mol. Its total energy is -326.6296 Eh. The SMILES is F[C@@H]1N=CCN1. The LUMO energy is 0.92 eV. The value obtained for the orbital gap is 10.242 eV. Its charge is 0.

Atoms and positions in Å:
C -0.55 0.72 0.87
C -0.99 -0.54 0.20
C 1.08 0.60 -0.65
N 0.51 1.24 0.44
N 0.00 -0.72 -0.84
F 2.25 -0.07 -0.27
H -1.03 1.18 1.80
H -0.99 -1.38 0.90
H -1.97 -0.52 -0.06
H 1.18 1.08 -1.69
H 0.50 -1.59 -0.70

---

Record 6
The following is a DFT calculation (ωB97M-V/def2-TZVPD) of a cluster of 3 separate species, C4H15NO2 in total at a distorted geometry.

The energy above the lowest of the compared OMol25 structures with the same formula, charge and spin is 160.1 kJ/mol. Its total energy is -366.5902 Eh. The SMILES is CNC(C)C.O.O. The LUMO energy is 0.76 eV. The value obtained for the orbital gap is 8.951 eV. Its charge is 0.

Atoms and positions in Å:
C -2.95 -0.52 1.43
N -2.10 -1.60 1.12
C 0.28 -1.10 0.43
C -1.14 -1.62 0.04
C -1.68 -0.86 -1.19
H -3.69 -0.31 0.65
H -2.55 0.42 1.83
H -3.59 -0.87 2.25
H -2.23 -2.43 1.66
H 0.99 -1.92 0.27
H 0.31 -0.97 1.51
H 0.61 -0.24 -0.13
H -1.02 -2.67 -0.26
H -1.59 0.20 -0.99
H -2.74 -1.05 -1.23
H -1.19 -1.07 -2.13
H 2.29 3.88 1.76
H 3.74 4.21 1.66
O 3.03 3.80 1.15
H 2.58 0.35 -2.53
H 3.07 1.61 -3.17
O 3.40 0.83 -2.70